1.
The following is a quantum chemistry calculation of a cluster of 2 separate species, CH2N2O in total, from OMol25.

Results
Total charge: 0
F_max: 4.22 eV/Å
E_HOMO (alpha / beta): -10.7 / -9.7 eV
Gap between HOMO and LUMO (alpha / beta): 9.90 / 9.02 eV
Relative energy (zero: lowest compared OMol25 entry of this formula, charge and spin): 206.8 kcal/mol
Electronic energy: -223.73155 Eh

```
6
Properties=species:S:1:pos:R:3:nbo_charge:R:1
H 0.7740 -1.3029 -0.4473 0.19
H 1.7357 1.0684 1.0892 -0.03
N -0.8171 0.1339 -0.0235 0.30
O -1.5553 0.1382 0.9552 -0.35
C 0.4377 -0.2849 -0.3323 0.04
N -0.5750 0.2472 -1.2413 -0.16
```

2.
The following is a quantum chemistry calculation of a cluster of 2 separate species, CH2N2O2 in total, from OMol25.

Results
Total charge: 0
F_max: 5.96 eV/Å
E_HOMO (alpha / beta): -10.3 / -9.8 eV
Gap between HOMO and LUMO (alpha / beta): 9.48 / 8.34 eV
Relative energy (zero: lowest compared OMol25 entry of this formula, charge and spin): 159.4 kcal/mol
Electronic energy: -299.08282 Eh

```
7
Properties=species:S:1:pos:R:3:nbo_charge:R:1
N -0.7503 0.7516 1.1786 0.55
H 1.2869 -1.2821 -1.7999 0.22
O -0.4554 1.6976 0.4868 -0.31
N 0.0461 -1.2983 -0.0031 -0.22
O -1.4336 0.6200 2.1362 -0.25
H 0.7245 0.3464 -1.0343 0.22
C 0.5818 -0.8353 -0.9643 -0.22
```

3.
The following is a quantum chemistry calculation of an isolated molecule of CH2N2O2, from OMol25.

Results
Total charge: 0
F_max: 5.27 eV/Å
E_HOMO: -9.4 eV
Gap between HOMO and LUMO: 9.54 eV
Relative energy (zero: lowest compared OMol25 entry of this formula, charge and spin): 146.5 kcal/mol
Electronic energy: -299.10341 Eh

```
7
Properties=species:S:1:pos:R:3:nbo_charge:R:1
C -1.2252 1.5123 -0.9723 0.87
N 0.6716 0.9162 -0.3215 -0.62
O -1.3145 -0.7037 -0.3641 -0.57
N -0.5718 0.5231 -0.6269 -0.05
H 0.6707 1.2063 0.5635 0.30
O -1.6153 2.5386 -1.3188 -0.41
H -0.7526 -1.2160 0.2328 0.48
```

4.
The following is a quantum chemistry calculation of an isolated molecule of CH2N2O2S, from OMol25.

Results
Total charge: 0
F_max: 2.90 eV/Å
E_HOMO (alpha / beta): -8.7 / -10.1 eV
Gap between HOMO and LUMO (alpha / beta): 7.24 / 9.26 eV
Relative energy (zero: lowest compared OMol25 entry of this formula, charge and spin): 160.6 kcal/mol
Electronic energy: -697.29506 Eh

```
8
Properties=species:S:1:pos:R:3:nbo_charge:R:1
C 0.6233 1.1111 0.1895 0.08
N -0.0026 -0.1394 0.8147 -0.33
H -0.3714 -0.1938 1.8159 0.40
O 0.2823 -1.9171 -1.5953 -0.78
O -1.1360 -0.5216 0.1157 -0.57
S -1.0733 -1.3191 -1.3261 1.20
N 0.5678 1.3663 -1.0179 -0.21
H 1.1100 1.6136 1.0034 0.21
```

5.
The following is a quantum chemistry calculation of a structure of composition CH2N2O2S, from OMol25.

Results
Total charge: 0
F_max: 5.42 eV/Å
E_HOMO: -10.1 eV
Gap between HOMO and LUMO: 8.80 eV
Relative energy (zero: lowest compared OMol25 entry of this formula, charge and spin): 166.9 kcal/mol
Electronic energy: -697.28497 Eh

```
8
Properties=species:S:1:pos:R:3:nbo_charge:R:1
O -2.2443 -0.8130 0.2699 -0.39
C 1.3996 0.4738 -0.1955 -0.16
N -1.3835 -0.0151 0.2012 0.63
H 0.0020 -1.4729 0.0247 0.39
N -0.1793 -0.4999 -0.0947 -0.51
O -1.4390 1.2074 0.3001 -0.45
H 1.1916 1.3963 -0.7767 0.24
S 2.6530 -0.2766 0.2709 0.25
```

6.
The following is a quantum chemistry calculation of an isolated molecule of CH2N2O2S, from OMol25.

Results
Total charge: 0
F_max: 4.02 eV/Å
E_HOMO: -9.3 eV
Gap between HOMO and LUMO: 8.53 eV
SMILES: O=[N+]([O-])NC=S
Relative energy (zero: lowest compared OMol25 entry of this formula, charge and spin): 139.5 kcal/mol
Electronic energy: -697.32869 Eh

```
8
Properties=species:S:1:pos:R:3:nbo_charge:R:1
N -1.4096 -0.0616 -0.0539 0.68
O -1.9764 -1.0824 -0.0796 -0.34
S 2.5599 -0.3336 -0.0704 -0.10
H 1.1990 1.5391 -0.0508 0.23
N 0.0296 -0.2765 0.0150 -0.51
O -1.7692 1.0462 -0.0147 -0.34
C 1.1237 0.5016 -0.0250 -0.07
H 0.2430 -1.3328 0.2794 0.44
```

7.
The following is a quantum chemistry calculation of a cluster of 2 separate species, CH2N2O2S in total, from OMol25.

Results
Total charge: 0
F_max: 7.64 eV/Å
E_HOMO (alpha / beta): -8.6 / -8.6 eV
Gap between HOMO and LUMO (alpha / beta): 6.54 / 6.54 eV
Relative energy (zero: lowest compared OMol25 entry of this formula, charge and spin): 163.8 kcal/mol
Electronic energy: -697.28989 Eh

```
8
Properties=species:S:1:pos:R:3:nbo_charge:R:1
O 1.4647 -1.7732 -0.5163 -0.70
S 2.6431 -1.4013 -1.4414 0.70
N 0.8277 1.0347 -2.1160 0.17
H -1.4445 0.1366 -0.1483 0.39
H -0.0538 -0.4138 0.3646 0.40
O 1.3761 1.1732 -3.1213 -0.44
N -0.4116 0.4075 -0.0848 -0.81
C 0.1420 0.6016 -1.2589 0.29
```

8.
The following is a quantum chemistry calculation of an isolated molecule of CH2N2O2S2, from OMol25.

Results
Total charge: 0
F_max: 4.96 eV/Å
E_HOMO: -10.8 eV
Gap between HOMO and LUMO: 8.51 eV
SMILES: N#CO[S@@](N)(=O)=S
Relative energy (zero: lowest compared OMol25 entry of this formula, charge and spin): 59.5 kcal/mol
Electronic energy: -1095.55505 Eh

```
9
Properties=species:S:1:pos:R:3:nbo_charge:R:1
H -0.0387 1.6378 0.5057 0.45
O -0.8670 -1.1238 0.0071 -0.67
S 1.5869 -0.4936 -2.3279 -0.25
C -1.3969 -0.9134 1.1307 0.53
O 1.6966 -0.6051 0.6206 -0.83
H -0.1718 1.3242 -1.1837 0.40
N -1.9049 -0.7032 2.1345 -0.42
S 0.7990 -0.3201 -0.4981 1.81
N 0.2968 1.1972 -0.3892 -1.02
```

9.
The following is a quantum chemistry calculation of a cluster of 2 separate species, CH2N2O2S2 in total, from OMol25.

Results
Total charge: 0
F_max: 4.19 eV/Å
E_HOMO (alpha / beta): -9.6 / -9.6 eV
Gap between HOMO and LUMO (alpha / beta): 5.19 / 5.19 eV
Relative energy (zero: lowest compared OMol25 entry of this formula, charge and spin): 77.1 kcal/mol
Electronic energy: -1095.52693 Eh

```
9
Properties=species:S:1:pos:R:3:nbo_charge:R:1
S 1.3292 -0.4334 0.2007 2.05
C -1.4718 1.0016 -1.1930 -0.01
N -2.1905 0.4649 -0.4739 -0.42
S -0.3273 1.5032 -2.2175 0.00
O 1.7282 -1.8057 -0.0039 -0.80
H -0.7222 0.4685 0.9858 0.45
H -0.5026 -1.2933 0.7382 0.42
O 2.2808 0.4509 0.8322 -0.80
N -0.1237 -0.3568 1.1313 -0.89
```

10.
The following is a quantum chemistry calculation of a cluster of 2 separate species, CH2N2O3 in total, from OMol25.

Results
Total charge: 0
F_max: 2.55 eV/Å
E_HOMO: -10.1 eV
Gap between HOMO and LUMO: 10.44 eV
SMILES: O=NN=O.C=O
Relative energy (zero: lowest compared OMol25 entry of this formula, charge and spin): 109.2 kcal/mol
Electronic energy: -374.30511 Eh

```
8
Properties=species:S:1:pos:R:3:nbo_charge:R:1
O -1.2948 0.3344 -0.4652 -0.51
H -1.0902 -0.9892 0.9107 0.12
N 1.5713 1.1180 0.3133 0.39
O 1.2963 2.2050 0.6714 -0.36
H -2.3898 -1.2150 -0.5274 0.13
C -1.6007 -0.7034 0.0232 0.26
O 1.9391 -0.9133 -0.6516 -0.40
N 1.5688 0.1636 -0.2743 0.36
```

11.
The following is a quantum chemistry calculation of a cluster of 2 separate species, CH2N2O3 in total, from OMol25.

Results
Total charge: 0
F_max: 1.62 eV/Å
E_HOMO: -10.4 eV
Gap between HOMO and LUMO: 10.82 eV
SMILES: N=C=O.O=NO
Relative energy (zero: lowest compared OMol25 entry of this formula, charge and spin): 18.0 kcal/mol
Electronic energy: -374.45050 Eh

```
8
Properties=species:S:1:pos:R:3:nbo_charge:R:1
O 0.3607 -0.8072 2.1457 -0.55
N 0.0299 0.8192 -2.4630 -0.77
N -0.8944 -0.9719 1.5708 0.35
O -0.9309 -1.8364 0.7665 -0.28
H 0.2815 -0.0776 2.7751 0.48
C 0.3007 1.0634 -1.3315 0.86
O 0.3434 1.3803 -0.2211 -0.52
H 0.5092 0.4302 -3.2425 0.43
```

12.
The following is a quantum chemistry calculation of an isolated molecule of CH2N2O3, from OMol25.

Results
Total charge: 0
F_max: 4.45 eV/Å
E_HOMO (alpha / beta): -10.9 / -9.2 eV
Gap between HOMO and LUMO (alpha / beta): 10.11 / 6.02 eV
Relative energy (zero: lowest compared OMol25 entry of this formula, charge and spin): 100.8 kcal/mol
Electronic energy: -374.31853 Eh

```
8
Properties=species:S:1:pos:R:3:nbo_charge:R:1
O 2.3993 0.1301 0.3154 -0.28
H 1.4184 -0.8762 -0.9180 0.35
N 1.3947 -0.0527 -0.4054 -0.07
O -2.0778 0.7393 0.2493 -0.43
H -1.9909 -0.0727 0.6554 0.48
C -0.0356 0.0905 -0.0514 0.55
N -0.8444 1.1221 -0.1818 -0.05
O -0.2638 -1.0804 0.3365 -0.56
```